Entry 1:
Here is a molecular structure, C29H25Br2F4MoN8S3 from the Open Molecules 2025 dataset. Energies are from the ωB97M-V functional and the def2-TZVPD basis.

Structure (XYZ):
```
72
Properties=species:S:1:pos:R:3
Mo -0.56541 0.93360 -0.26487
Br 3.18338 2.31770 0.56972
C 4.22227 2.33147 -1.07472
Br 3.14267 2.64552 -2.64190
H 4.68973 1.35437 -1.17194
H 4.94737 3.13843 -0.99852
C -0.34056 -1.11723 -4.69184
C -0.02344 -0.48286 -3.38037
S -1.23125 0.50390 -2.66058
C 1.17300 -0.64798 -2.75878
C 2.28362 -1.47481 -3.31245
S 1.47772 0.11930 -1.23874
H -1.24030 -0.67447 -5.11175
H -0.51740 -2.18372 -4.54638
H 0.48730 -1.01079 -5.39156
H 2.55041 -1.13623 -4.31290
H 1.97129 -2.51849 -3.38482
H 3.16019 -1.42119 -2.67154
S -1.15798 2.04582 1.99271
C -0.01901 0.87129 2.52658
C 0.26378 0.55043 3.85045
C 1.19653 -0.43364 4.09787
C 1.79444 -1.07806 3.01607
C 1.44987 -0.70661 1.73467
N 0.56819 0.26713 1.48367
H -0.25780 1.05070 4.64933
H 1.45055 -0.71463 5.10695
H 2.50291 -1.87648 3.16746
H 1.88853 -1.20321 0.87833
F -0.02008 -5.94054 -0.12590
C -0.02425 -5.37060 1.08066
C 0.49710 -6.06321 2.14869
F 0.99381 -7.27821 1.93169
C 0.54648 -5.51376 3.46005
C 0.02399 -4.19715 3.59013
C -0.47774 -3.50786 2.51464
F -0.95808 -2.26268 2.70363
C -0.53350 -4.06249 1.21793
C -1.03432 -3.30918 0.11140
C -1.22620 -1.96842 0.16295
N -1.24100 -0.79688 0.02531
C -1.23960 -3.83892 -1.18371
N -1.38768 -4.16318 -2.27298
F 0.02500 -3.60477 4.78774
C 1.08179 -6.23047 4.54767
C 1.57964 -7.54101 4.43863
N 2.00852 -8.60613 4.41058
C 1.21186 -5.69223 5.83843
N 1.37842 -5.29112 6.90197
C -0.16091 5.79945 -0.61206
C 0.74591 4.60006 -0.84870
N -0.04857 3.37485 -0.84255
C -1.40205 3.42785 -1.05366
N -2.01947 2.30388 -0.76721
C -3.45389 2.23959 -0.95267
C -3.82410 3.02363 -2.20884
C -3.36988 4.46545 -2.02980
N -1.99816 4.51338 -1.54085
C -1.27928 5.76940 -1.64558
H 0.40321 6.72508 -0.70385
H -0.58059 5.74957 0.39525
H 1.50311 4.53679 -0.06716
H 1.24357 4.68941 -1.81863
H 0.17488 2.71438 -0.05958
H -3.95679 2.66463 -0.07369
H -3.73694 1.18773 -1.04421
H -4.89684 2.98688 -2.38346
H -3.31182 2.57651 -3.06202
H -4.02105 4.98399 -1.31719
H -3.40915 4.99749 -2.98537
H -1.98667 6.58375 -1.47080
H -0.86930 5.87583 -2.65703
```

Results
**Total charge**: +1
**Spin multiplicity**: 3
**HOMO level (spin up / spin down)**: -10.05 / -11.06 eV
**ΔE to the lowest compared entry with this formula, charge and spin**: 1.665 eV
**Frontier orbital gap (spin up / spin down)**: 5.42 / 5.91 eV
**Expectation value of S²**: 2.417

Entry 2:
Here is a molecular structure, C29H25CaF9NPS4Se2Si from the Open Molecules 2025 dataset. Energies are from the ωB97M-V functional and the def2-TZVPD basis.

Structure (XYZ):
```
73
Properties=species:S:1:pos:R:3
Ca 2.82334 0.98393 1.09039
S 5.07554 1.39673 2.59799
S 4.17634 0.93823 4.34199
S 2.48834 2.13013 4.53289
S 1.08804 1.44293 3.22829
C 0.72464 5.48783 0.30619
Si 2.53934 4.86723 0.21429
C 3.63674 6.26273 -0.50541
C 3.07974 4.48383 1.99349
Se 2.63654 3.01483 -1.08101
H 0.65154 6.42133 0.85599
H 0.11174 4.75633 0.82609
H 0.30484 5.64313 -0.68301
H 3.47254 7.19513 0.02679
H 3.41814 6.42283 -1.55591
H 4.68934 6.01283 -0.42231
H 3.16684 5.37283 2.61039
H 4.03484 3.96013 2.02219
H 2.32764 3.84443 2.44959
F -6.89766 1.70603 0.86319
C -6.23486 0.99433 1.80139
F -6.45296 1.63393 2.96099
F -6.91106 -0.17567 1.89419
C -4.79066 0.78933 1.48259
C -3.79796 1.16503 2.38119
C -2.46936 0.92513 2.07849
C -2.12416 0.30283 0.88379
C -3.12976 -0.05627 -0.01821
C -4.45396 0.18193 0.27399
P -0.35556 -0.00797 0.45779
C -0.46726 -1.78057 0.05299
C 0.50954 -2.33307 -0.77571
C 0.45114 -3.66947 -1.12561
C -0.55166 -4.46877 -0.59671
C -1.48006 -3.94587 0.29959
C -1.43376 -2.60657 0.62429
C -0.69956 -5.90777 -0.97421
F -0.77676 -6.72127 0.09099
F 0.25994 -6.38567 -1.77121
F -1.86346 -6.12207 -1.65801
C -0.50016 0.78643 -1.19411
C -0.56406 2.17703 -1.12371
C -0.75056 2.93493 -2.26081
C -0.85776 2.29183 -3.48651
C -0.78066 0.90653 -3.57451
C -0.59536 0.15413 -2.42951
C -1.08776 3.07603 -4.73901
F -0.77806 4.37523 -4.64081
F -0.41516 2.59783 -5.80151
F -2.39746 3.05233 -5.12211
H -4.07796 1.63333 3.31139
H -1.68746 1.20743 2.77079
H -2.85946 -0.53897 -0.94601
H -5.23276 -0.10277 -0.41801
H 1.32144 -1.71317 -1.13621
H 1.18544 -4.08667 -1.79701
H -2.23796 -4.58837 0.72519
H -2.15086 -2.20547 1.32579
H -0.44576 2.65763 -0.16061
H -0.78376 4.01223 -2.20881
H -0.85966 0.43073 -4.54221
H -0.51496 -0.92057 -2.50911
Se 3.64284 -2.81957 0.28569
C 3.07674 -4.59047 0.56179
C 2.36544 -4.97817 1.69739
C 1.99734 -6.29857 1.83619
N 2.27304 -7.25057 0.95229
C 2.94254 -6.87607 -0.13201
C 3.36274 -5.58677 -0.37541
H 2.12554 -4.25527 2.46309
H 1.44284 -6.62597 2.70979
H 3.14724 -7.66847 -0.84681
H 3.91814 -5.34297 -1.26931
```

Results
**Total charge**: -2
**HOMO level**: -2.16 eV
**ΔE to the lowest compared entry with this formula, charge and spin**: 1.033 eV
**Frontier orbital gap**: 5.95 eV

Entry 3:
Here is a molecular structure, C29H25CdClF5N5O4S2 from the Open Molecules 2025 dataset. Energies are from the ωB97M-V functional and the def2-TZVPD basis.

Structure (XYZ):
```
72
Properties=species:S:1:pos:R:3
Cd -0.26877 -0.82166 0.56700
C -3.15730 0.64408 -1.14336
C -1.78540 1.26216 -1.52692
N -0.93868 1.47322 -0.37173
C -1.43499 2.42006 0.61009
C -1.15533 1.95688 2.04339
N -1.43326 0.54756 2.27803
C -2.81698 0.17234 2.50435
C -3.73234 0.27222 1.26912
N -3.15099 -0.17787 0.03540
H -3.50698 0.07345 -2.00951
H -3.88595 1.44960 -0.99664
H -1.97856 2.19067 -2.09189
H -1.25537 0.57968 -2.19101
H 0.03188 1.62350 -0.63444
H -2.50877 2.53938 0.46184
H -0.99742 3.41982 0.48199
H -1.70766 2.60832 2.74032
H -0.09286 2.09342 2.25493
H -0.84749 0.27484 3.07254
H -3.27792 0.77913 3.30347
H -2.81020 -0.86434 2.84353
H -4.03864 1.31207 1.12980
H -4.65292 -0.27640 1.52386
H -3.01383 -1.16860 -0.07673
S -1.48328 -2.94474 1.48800
C -1.45979 -4.02449 0.12152
C -1.85559 -5.34912 0.34389
C -1.91034 -6.30362 -0.66216
C -2.34477 -7.63328 -0.35629
N -2.69786 -8.69737 -0.09159
C -1.53723 -5.93522 -1.96489
C -1.12832 -4.63103 -2.20092
C -1.08312 -3.64999 -1.20135
S -0.57508 -2.05643 -1.67595
C -1.57690 -6.87523 -3.04491
N -1.61570 -7.62807 -3.91578
H -2.13653 -5.63378 1.34921
H -0.83362 -4.34911 -3.20313
C 2.35945 3.98684 5.31462
C 2.25847 3.89818 3.81980
C 1.72193 4.92070 3.05550
C 1.59441 4.77508 1.68168
Cl 0.89223 6.08497 0.75208
C 1.98961 3.61669 1.04681
C 2.52831 2.58239 1.80289
C 2.67107 2.72356 3.17867
O 3.20112 1.76753 3.98847
C 3.10370 0.42670 3.50683
C 1.63596 0.04775 3.20546
O 0.79077 0.38306 4.05480
O 1.46211 -0.51998 2.10072
H 1.97428 4.94132 5.67479
H 3.39252 3.87463 5.64892
H 1.79210 3.17324 5.77024
H 1.38200 5.83122 3.53360
H 1.87075 3.48847 -0.02079
H 2.77815 1.65773 1.30384
H 3.48909 -0.20132 4.30858
H 3.71775 0.28003 2.61568
F 6.75029 -0.71278 -2.04939
C 5.46805 -0.43791 -1.71257
C 4.90676 0.79187 -1.99764
F 5.64569 1.72933 -2.62760
C 3.60222 1.06412 -1.64270
F 3.10438 2.28535 -1.95353
C 2.75426 0.14101 -0.97979
O 1.55640 0.42543 -0.65243
C 3.37830 -1.10790 -0.71591
F 2.67166 -2.07465 -0.11501
C 4.68378 -1.38110 -1.06823
F 5.21842 -2.58566 -0.78865
```

Results
**Total charge**: -2
**HOMO level**: -2.26 eV
**ΔE to the lowest compared entry with this formula, charge and spin**: 0.000 eV
**Frontier orbital gap**: 6.22 eV

Entry 4:
Here is a molecular structure, C29H26AlO2PTe4 from the Open Molecules 2025 dataset. Energies are from the ωB97M-V functional and the def2-TZVPD basis.

Structure (XYZ):
```
63
Properties=species:S:1:pos:R:3
Al -0.50836 -1.20740 -1.20244
Te 0.83705 -4.14974 0.02611
Te 1.46218 -7.13548 0.63104
Te 3.27807 -5.27836 1.52964
Te 2.10040 -1.72510 0.94278
O -1.79297 0.16860 -1.53987
C -1.02612 0.51473 -2.50950
O -0.23942 -0.41767 -2.91986
C -0.79900 1.94166 -2.83089
C -1.37981 2.69762 -3.83888
C -1.02536 4.03824 -3.91768
C -0.11922 4.55370 -2.99105
C 0.42911 3.74100 -2.00260
C 0.11333 2.38082 -1.87659
P 1.12015 0.32446 -0.18406
C 2.58843 0.97978 -1.03033
C 3.15749 0.24969 -2.06605
C 4.27994 0.73609 -2.71808
C 4.85587 1.93835 -2.33262
C 4.29432 2.65934 -1.28650
C 3.16239 2.18562 -0.64050
C 0.63169 1.46315 1.16079
C 1.42333 1.57389 2.29970
C 1.03364 2.39677 3.34757
C -0.16302 3.09641 3.27468
C -0.96582 2.97244 2.14831
C -0.56881 2.16324 1.09248
H -2.08847 2.26501 -4.53811
H -1.44776 4.67521 -4.68663
H 0.16187 5.60213 -3.05051
H 1.13412 4.19707 -1.30715
H 2.73284 -0.70412 -2.35372
H 4.71520 0.16160 -3.52699
H 5.73911 2.30665 -2.84027
H 4.73334 3.59981 -0.97404
H 2.71831 2.76470 0.15878
H 2.33236 0.98821 2.37328
H 1.66010 2.47619 4.22800
H -0.47298 3.72997 4.09763
H -1.90790 3.50444 2.08963
H -1.18203 2.07587 0.20571
C -3.46301 -2.53296 -0.39979
C -2.20856 -3.20482 0.18536
C -2.54920 -4.70042 0.27945
C -0.97069 -3.00249 -0.73197
C -1.86578 -2.61032 1.55601
C -1.90236 -1.22329 1.74775
C -1.52917 -0.64610 2.95412
C -1.08417 -1.44715 3.99512
C -1.02224 -2.81783 3.81569
C -1.41805 -3.39474 2.61430
H -3.66219 -2.94556 -1.39262
H -3.36695 -1.45353 -0.51092
H -4.33031 -2.73474 0.23558
H -2.82983 -5.06086 -0.71433
H -3.39370 -4.86871 0.95554
H -1.71027 -5.30590 0.61995
H -1.17952 -3.50018 -1.69481
H -2.23859 -0.56471 0.95165
H -1.56073 0.42944 3.06435
H -0.76370 -1.00071 4.92919
H -0.63739 -3.45451 4.60272
H -1.32119 -4.46447 2.49643
```

Results
**Total charge**: -2
**HOMO level**: -0.49 eV
**ΔE to the lowest compared entry with this formula, charge and spin**: 3.720 eV
**Frontier orbital gap**: 4.69 eV